{
  "formula": "C3H5NS",
  "method": "ωB97M-V/def2-TZVPD",
  "species": ["C", "C", "N", "C", "S", "H", "H", "H", "H", "H"],
  "coordinates": [[1.795, -0.424, -0.063], [0.690, 0.319, -0.172], [-0.551, -0.212, 0.033], [-1.760, 0.400, 0.137], [-3.165, -0.293, -0.129], [2.780, -0.042, -0.052], [1.769, -1.455, 0.085], [0.676, 1.379, -0.559], [-0.480, -1.211, 0.265], [-1.755, 1.538, 0.455]],
  "e_homo_ev": -8.6,
  "de_lowest_kj_mol": 86.0,
  "orbital_gap_ev": 8.776,
  "charge": 0
}

=====

{
  "formula": "C27H32N4O3",
  "method": "ωB97M-V/def2-TZVPD",
  "species": ["H", "N", "C", "O", "C", "C", "C", "C", "C", "C", "C", "C", "N", "C", "N", "C", "C", "N", "C", "C", "C", "C", "C", "O", "C", "C", "C", "C", "C", "C", "C", "C", "C", "C", "O", "H", "H", "H", "H", "H", "H", "H", "H", "H", "H", "H", "H", "H", "H", "H", "H", "H", "H", "H", "H", "H", "H", "H", "H", "H", "H", "H", "H", "H", "H", "H"],
  "coordinates": [[-1.453, 2.521, 1.766], [-1.756, 1.711, 1.236], [-1.834, 1.882, 0.003], [-1.560, 3.034, -0.658], [-1.697, 2.917, -2.070], [-1.243, 4.226, -2.711], [-2.184, 5.372, -2.358], [-3.615, 5.035, -2.763], [-4.078, 3.772, -2.043], [-3.170, 2.598, -2.407], [-3.537, 1.277, -1.667], [-3.987, 0.279, -2.620], [-4.325, -0.481, -3.401], [-4.595, 1.449, -0.684], [-5.423, 1.574, 0.091], [-2.256, 0.772, -0.930], [-2.517, -0.471, -0.245], [-2.760, -1.476, 0.239], [-1.112, 0.624, -1.970], [0.113, 0.065, -1.290], [0.287, -1.308, -1.210], [1.357, -1.849, -0.524], [2.285, -1.015, 0.095], [3.378, -1.420, 0.786], [3.563, -2.792, 1.081], [2.632, -3.281, 2.193], [2.914, -4.733, 2.599], [3.736, -4.870, 3.882], [5.146, -4.295, 3.779], [5.950, -4.553, 5.052], [7.389, -4.040, 4.972], [7.484, -2.519, 4.932], [2.121, 0.369, -0.011], [1.047, 0.900, -0.689], [-0.860, 1.899, -2.549], [-0.229, 4.432, -2.366], [-1.209, 4.065, -3.789], [-1.851, 6.277, -2.867], [-2.142, 5.551, -1.282], [-4.280, 5.860, -2.504], [-3.668, 4.883, -3.843], [-5.109, 3.534, -2.315], [-4.045, 3.942, -0.963], [-3.218, 2.422, -3.488], [-1.438, -0.058, -2.772], [-0.426, -1.969, -1.681], [1.454, -2.922, -0.483], [3.443, -3.404, 0.178], [4.606, -2.859, 1.400], [1.600, -3.183, 1.850], [2.746, -2.622, 3.055], [1.964, -5.249, 2.756], [3.431, -5.246, 1.784], [3.806, -5.932, 4.133], [3.205, -4.376, 4.699], [5.662, -4.750, 2.931], [5.086, -3.221, 3.605], [5.972, -5.629, 5.242], [5.447, -4.080, 5.899], [7.935, -4.402, 5.846], [7.871, -4.458, 4.086], [8.525, -2.206, 4.959], [7.036, -2.121, 4.025], [6.973, -2.084, 5.789], [2.852, 1.008, 0.457], [0.939, 1.971, -0.763]],
  "e_homo_ev": -8.7,
  "de_lowest_kj_mol": 257.0,
  "orbital_gap_ev": 9.235,
  "charge": 0
}

=====

{
  "formula": "C15H26BClN4O5PSZn",
  "method": "ωB97M-V/def2-TZVPD",
  "species": ["C", "C", "C", "C", "N", "C", "N", "C", "S", "O", "B", "Cl", "P", "C", "O", "O", "C", "C", "C", "N", "C", "C", "C", "C", "O", "N", "C", "O", "H", "H", "H", "H", "H", "H", "H", "H", "H", "H", "H", "H", "H", "H", "H", "H", "H", "H", "H", "H", "H", "H", "H", "H", "H", "H", "Zn"],
  "coordinates": [[-0.200, -4.132, 5.109], [-0.614, -2.738, 4.588], [-0.466, -2.552, 3.052], [0.550, -1.435, 2.673], [0.186, -0.570, 1.548], [0.118, -1.196, 0.275], [0.790, -2.450, 0.140], [2.025, -2.458, 0.064], [3.549, -2.510, 0.052], [-1.342, -1.588, 0.106], [-2.005, -1.011, -1.023], [-2.657, -2.363, -2.204], [-3.527, 0.294, -0.695], [-4.010, 0.299, 1.086], [-4.866, -0.266, -1.461], [-0.993, -0.281, -1.739], [0.205, -0.176, -0.945], [0.282, 1.281, -0.480], [0.433, 2.286, -1.624], [1.834, 2.488, -2.029], [1.887, 2.919, -3.444], [1.986, 1.698, -4.362], [2.459, 3.447, -1.159], [2.248, 4.938, -1.361], [3.164, 3.060, -0.261], [1.322, -0.407, -1.854], [1.219, -1.330, -2.655], [1.130, -2.076, -3.535], [0.576, -4.013, 5.864], [-1.036, -4.631, 5.590], [0.241, -4.758, 4.335], [-0.026, -1.988, 5.115], [-1.654, -2.527, 4.839], [-1.447, -2.380, 2.596], [-0.055, -3.496, 2.685], [0.676, -0.780, 3.534], [1.525, -1.889, 2.519], [-0.706, -0.134, 1.738], [-4.845, 0.984, 1.204], [-3.156, 0.711, 1.629], [-4.239, -0.696, 1.457], [-5.079, 0.288, -2.221], [1.106, 1.449, 0.213], [-0.633, 1.540, 0.061], [0.039, 3.239, -1.239], [-0.204, 2.039, -2.470], [2.772, 3.528, -3.616], [0.994, 3.480, -3.742], [1.063, 1.120, -4.306], [2.838, 1.087, -4.075], [2.098, 2.029, -5.394], [2.505, 5.242, -2.374], [2.925, 5.455, -0.688], [1.225, 5.241, -1.142], [-2.217, -3.312, 0.024]],
  "e_homo_ev": -10.9,
  "orbital_gap_ev": 3.722,
  "charge": 1
}

=====

{
  "formula": "C12H29BrNbO6S3",
  "method": "ωB97M-V/def2-TZVPD",
  "species": ["Br", "Nb", "H", "H", "H", "H", "H", "C", "C", "C", "S", "O", "O", "C", "H", "H", "H", "H", "H", "H", "H", "H", "C", "C", "C", "S", "O", "O", "C", "H", "H", "H", "H", "H", "H", "H", "H", "C", "C", "C", "S", "O", "O", "C", "H", "H", "H", "H", "H", "H", "H", "H"],
  "coordinates": [[4.026, 3.055, 2.995], [1.454, 3.200, 2.923], [1.022, 1.893, 1.693], [1.384, 4.415, 1.493], [1.092, 4.644, 4.023], [1.092, 1.981, 4.298], [-0.288, 3.299, 2.881], [7.238, 1.525, 1.683], [8.393, 2.488, 1.376], [9.621, 1.639, 1.027], [8.978, 0.099, 0.332], [9.341, -0.992, 1.203], [9.306, 0.017, -1.070], [7.245, 0.493, 0.562], [6.286, 2.048, 1.738], [7.405, 1.033, 2.643], [8.125, 3.118, 0.526], [8.600, 3.145, 2.219], [10.270, 2.091, 0.281], [10.200, 1.366, 1.907], [6.712, -0.426, 0.791], [6.886, 0.913, -0.377], [-3.201, 0.355, -1.614], [-1.758, 0.206, -2.117], [-0.841, 0.849, -1.070], [-1.700, 0.699, 0.515], [-2.043, 2.016, 0.968], [-1.017, -0.249, 1.349], [-3.181, -0.076, -0.156], [-3.897, -0.251, -2.194], [-3.511, 1.401, -1.692], [-1.523, -0.856, -2.219], [-1.618, 0.672, -3.092], [0.120, 0.351, -0.969], [-0.688, 1.912, -1.239], [-4.031, 0.273, 0.428], [-3.063, -1.147, -0.056], [-7.821, -2.897, -2.276], [-7.911, -2.971, -0.744], [-6.707, -3.783, -0.253], [-5.404, -3.534, -1.477], [-5.119, -4.789, -2.123], [-4.339, -2.754, -0.905], [-6.379, -2.520, -2.593], [-8.519, -2.169, -2.687], [-8.053, -3.871, -2.712], [-7.872, -1.963, -0.327], [-8.844, -3.427, -0.416], [-6.323, -3.454, 0.709], [-6.910, -4.852, -0.226], [-6.064, -2.737, -3.611], [-6.170, -1.478, -2.347]],
  "e_homo_ev": -4.9,
  "de_lowest_kj_mol": 0.0,
  "orbital_gap_ev": 6.591,
  "charge": -1
}

=====

How do the records compare in largest force on an atom? In the order shown, they have 0.0578 0.0189 0.0563 0.0499 hartree/bohr.
How do the records compare in lowest unoccupied orbital energy? In the order shown, they have 0.219 0.578 -7.215 1.714 eV.